{
  "formula": "C9H28ClO9",
  "method": "the ωB97M-V functional and the def2-TZVPD basis",
  "symbols": ["Cl", "O", "O", "O", "O", "C", "C", "C", "O", "H", "H", "H", "H", "H", "H", "H", "H", "C", "C", "C", "O", "H", "H", "H", "H", "H", "H", "H", "H", "C", "O", "H", "H", "H", "H", "C", "O", "H", "H", "H", "H", "C", "O", "H", "H", "H", "H"],
  "xyz": [[-0.236, -0.046, 0.944], [-1.378, -0.056, 1.830], [0.852, 0.532, 1.654], [0.092, -1.421, 0.697], [-0.499, 0.680, -0.268], [-6.564, -3.772, 0.628], [-7.975, -3.148, 0.804], [-8.047, -2.375, 2.089], [-8.105, -2.219, -0.271], [-6.328, -4.492, 1.411], [-5.722, -3.079, 0.616], [-6.539, -4.277, -0.338], [-8.698, -3.963, 0.832], [-9.037, -1.929, 2.184], [-7.411, -1.492, 2.029], [-7.889, -3.028, 2.947], [-8.922, -1.734, -0.136], [1.939, 7.355, -4.095], [1.849, 6.448, -2.932], [2.528, 6.987, -1.660], [0.528, 6.315, -2.610], [2.851, 7.949, -4.034], [1.157, 8.107, -3.989], [1.948, 6.839, -5.055], [2.224, 5.484, -3.276], [3.450, 7.508, -1.918], [2.855, 6.238, -0.939], [1.899, 7.682, -1.104], [0.371, 5.491, -2.143], [0.183, -4.191, -4.775], [-0.780, -4.642, -3.832], [0.466, -3.181, -4.480], [1.068, -4.795, -4.572], [-0.213, -4.298, -5.785], [-0.492, -4.460, -2.935], [6.137, 0.393, 6.831], [5.440, 1.619, 6.633], [5.861, -0.273, 6.014], [7.212, 0.502, 6.975], [5.794, -0.004, 7.786], [4.841, 1.423, 5.909], [5.791, -4.357, 0.301], [5.255, -3.157, 0.738], [6.231, -4.239, -0.690], [6.661, -4.649, 0.890], [5.052, -5.158, 0.256], [4.301, -3.118, 0.837]],
  "gap_ev": 8.13,
  "fmax_ev_per_a": 2.9,
  "total_charge": -1,
  "relative_energy_kcal_mol": 54.2,
  "total_energy_ev": -40728.9836,
  "homo_energy_ev": -5.59
}

***

{
  "formula": "C6H5N",
  "method": "the ωB97M-V functional and the def2-TZVPD basis",
  "symbols": ["C", "C", "C", "N", "C", "C", "C", "H", "H", "H", "H", "H"],
  "xyz": [[1.213, 0.797, -0.641], [2.428, 1.125, -1.025], [0.701, -0.603, -0.753], [0.594, -1.476, 0.411], [-0.622, -0.875, -0.149], [-1.290, 0.192, 0.568], [-1.849, 1.072, 1.175], [0.591, 1.620, -0.237], [0.990, -1.137, -1.659], [0.876, -0.998, 1.263], [-1.277, -1.557, -0.671], [-2.355, 1.842, 1.718]],
  "gap_ev": 9.23,
  "fmax_ev_per_a": 1.5,
  "relative_energy_kcal_mol": 130.1,
  "total_energy_ev": -7786.1533,
  "homo_energy_ev": -9.76
}

***

{
  "formula": "C5H12NOS",
  "method": "the ωB97M-V functional and the def2-TZVPD basis",
  "symbols": ["C", "N", "C", "O", "C", "C", "C", "S", "H", "H", "H", "H", "H", "H", "H", "H", "H", "H", "H", "H"],
  "xyz": [[0.364, -0.361, 0.411], [0.916, -1.484, 1.189], [0.200, -1.932, 2.112], [-1.089, -1.601, 2.551], [-0.701, -0.870, -0.531], [0.643, -0.391, -1.059], [0.606, 0.844, -1.955], [-0.505, 2.178, -1.356], [0.510, 0.635, 0.816], [-3.386, -0.040, 0.878], [2.353, 4.018, -0.516], [0.573, -2.834, 2.605], [-0.444, -0.801, 2.572], [-1.599, -0.273, -0.517], [-0.861, -1.931, -0.659], [1.367, -1.155, -1.320], [3.012, 4.356, -0.598], [0.274, 0.557, -2.955], [1.639, 1.211, -1.988], [-3.873, -0.126, 0.320]],
  "gap_ev": 5.91,
  "fmax_ev_per_a": 5.1,
  "total_charge": -1,
  "relative_energy_kcal_mol": 136.5,
  "total_energy_ev": -19748.3113,
  "homo_energy_ev": -2.50
}

***

{
  "formula": "C9H10NO6Sr",
  "method": "the ωB97M-V functional and the def2-TZVPD basis",
  "symbols": ["O", "C", "Sr", "O", "C", "C", "O", "C", "O", "C", "O", "H", "C", "N", "C", "C", "C", "O", "H", "H", "H", "H", "H", "H", "H", "H", "H"],
  "xyz": [[-1.263, -3.108, -2.147], [-0.555, -2.200, -2.118], [0.418, -0.283, -1.776], [2.797, -1.963, -0.190], [2.066, -1.454, -0.878], [1.854, 1.247, -2.198], [2.503, 2.196, -2.238], [-0.827, 0.579, -3.558], [-0.522, 1.582, -3.922], [1.521, -1.111, -3.894], [1.970, -1.480, -4.888], [-1.693, -0.104, -3.636], [-0.529, 0.397, 3.577], [-0.180, 0.142, 2.162], [1.028, -0.718, 1.928], [-0.876, 0.633, 1.182], [-2.093, 1.502, 1.335], [-0.492, 0.351, -0.139], [0.149, -0.082, 4.263], [-1.537, 0.018, 3.754], [-0.499, 1.476, 3.746], [0.721, -1.605, 1.379], [1.762, -0.142, 1.375], [1.476, -1.035, 2.864], [-1.917, 2.457, 0.826], [-2.942, 1.020, 0.836], [-2.342, 1.686, 2.355]],
  "gap_ev": [8.11, 5.04],
  "fmax_ev_per_a": 10.5,
  "total_charge": 1,
  "relative_energy_kcal_mol": 110.6,
  "total_energy_ev": -24091.6124,
  "homo_energy_ev": [-11.70, -9.08]
}